Record 1
13
Properties=species:S:1:pos:R:3:forces:R:3 method="wB97M-V/def2-TZVPD" smiles="COC(=O)ONC=S" e_tot_ha=-795.92237
C 1.616878 -2.224241 -2.505695 0.2 0.8 -0.3
C 0.508462 -0.836900 -1.019220 0.1 -0.1 0.2
C -0.380798 1.437046 1.477635 0.2 -0.1 -0.1
H 0.888020 -2.045053 -3.287055 -0.1 -0.2 -0.1
H 2.617450 -2.272082 -2.902008 0.2 -0.1 -0.2
H 1.387949 -3.091737 -1.937000 -0.3 -0.8 0.3
H -1.255109 -0.049190 0.250578 0.3 0.4 0.2
H 0.621586 1.854568 1.598237 -0.1 -0.1 -0.1
N -0.476615 0.585958 0.452432 -0.4 -0.2 0.0
O 1.650017 -1.088629 -1.636494 -0.2 0.6 0.5
O -0.521805 -1.450041 -1.098638 0.1 0.1 -0.1
O 0.694301 0.251603 -0.229578 0.2 -0.1 -0.2
S -1.623184 1.846431 2.444473 -0.1 0.0 0.1


Record 2
13
Properties=species:S:1:pos:R:3:forces:R:3 method="wB97M-V/def2-TZVPD" total_charge=-2 e_tot_ha=-472.86209
C -1.734726 0.298655 0.060988 -0.4 -0.3 -0.1
C 1.200883 1.109547 -0.291190 1.5 -2.5 -0.1
C -0.941256 -0.998034 0.414723 -0.1 1.4 1.3
N 1.147538 -0.026679 0.751572 0.2 0.0 -1.4
O -1.588233 0.790671 -1.092053 -0.5 -0.2 0.7
O 1.685313 -1.149011 -0.007378 -0.5 -0.1 0.2
O -2.505185 0.689570 0.998541 0.6 -0.1 -0.7
O -0.568234 -1.894489 -0.372726 -0.7 -0.4 -0.6
H 0.341848 0.802712 -0.880725 0.6 0.8 -1.4
H 1.018574 2.076784 0.095163 -0.5 1.0 1.0
H 2.259197 1.218091 -0.834296 -2.0 -0.7 0.8
H -1.132186 -1.232691 1.492935 0.4 0.0 -0.4
H 0.816471 -1.685127 -0.335551 1.5 1.0 0.5


Record 3
13
Properties=species:S:1:pos:R:3:forces:R:3 method="wB97M-V/def2-TZVPD" smiles="O=C1NOCOCO1" e_tot_ha=-472.95581
C 1.211293 1.123645 0.072080 -1.2 -3.5 0.1
C -0.618685 -1.418882 -0.045682 1.0 1.2 -1.7
C -1.172433 0.808869 -0.292435 0.2 0.4 -0.4
H 2.438959 -0.529681 0.472001 -0.5 0.3 0.1
H -0.869552 -2.437823 -0.391116 0.1 0.8 0.1
H -0.813759 -1.211612 0.985375 0.0 -0.2 0.8
H -1.891438 1.514529 -0.695634 -0.1 -0.2 -0.2
H -1.142799 0.875602 0.769432 -0.7 -0.4 1.3
N 1.454281 -0.260117 0.410462 -0.3 0.9 0.1
O 1.899107 1.966427 0.509407 0.9 1.6 0.1
O 0.807559 -1.266472 -0.314763 -1.3 -0.5 -0.4
O -1.390759 -0.438517 -0.812655 0.3 -1.9 1.0
O 0.088228 1.274032 -0.666472 1.6 1.6 -0.9


Looking at energy above the lowest of the compared OMol25 structures with the same formula, charge and spin for the records above, in order, we have 195.50; 83.31; 298.33 kJ/mol.